[1]
Density functional theory data (ωB97M-V/def2-TZVPD) for C34H55BrN3OP2Pt as an isolated structure.

Cartesian coordinates (Å):
C 2.149 1.139 2.202
C 0.329 2.302 1.256
C 2.193 2.035 3.265
C 0.137 2.989 2.464
C 1.123 2.900 3.447
H 3.044 1.992 3.934
H -0.753 3.606 2.581
H 1.084 3.520 4.337
N 1.181 1.237 1.277
P 2.697 -1.290 0.875
P -2.085 2.314 -0.738
C 3.224 0.093 1.981
H 4.088 0.581 1.512
H 3.603 -0.266 2.945
C 0.213 -1.731 -1.034
O -0.302 -2.665 -1.497
C -0.179 2.835 -0.075
H -0.287 3.911 0.052
C -2.549 3.775 -1.860
C -3.548 1.121 -0.417
C 4.094 -1.681 -0.341
C 2.377 -2.621 2.172
C -2.015 3.378 -3.246
H -2.405 2.401 -3.573
H -2.328 4.136 -3.984
H -0.918 3.311 -3.263
C -4.051 4.076 -1.955
H -4.636 3.284 -2.436
H -4.454 4.309 -0.961
H -4.142 4.987 -2.571
C -1.937 5.108 -1.408
H -2.150 5.864 -2.176
H -2.395 5.442 -0.468
H -0.854 5.073 -1.304
C -4.174 0.640 -1.739
H -3.440 0.066 -2.326
H -5.003 -0.036 -1.475
H -4.582 1.439 -2.370
C -3.080 -0.147 0.326
H -2.448 -0.788 -0.304
H -2.546 0.089 1.255
H -3.975 -0.733 0.597
C -4.551 1.865 0.480
H -5.040 2.705 -0.027
H -5.335 1.147 0.768
H -4.054 2.230 1.393
C 1.770 -3.868 1.506
H 1.778 -4.683 2.250
H 0.724 -3.687 1.218
H 2.341 -4.213 0.630
C 1.361 -2.081 3.191
H 1.708 -1.172 3.699
H 0.394 -1.890 2.713
H 1.203 -2.855 3.958
C 3.665 -2.994 2.932
H 3.374 -3.477 3.878
H 4.279 -3.717 2.383
H 4.286 -2.124 3.184
C 4.969 -0.435 -0.542
H 5.550 -0.192 0.358
H 5.693 -0.639 -1.347
H 4.377 0.438 -0.848
C 3.498 -2.074 -1.705
H 2.811 -1.305 -2.084
H 4.329 -2.174 -2.419
H 2.971 -3.036 -1.655
C 4.989 -2.837 0.119
H 5.527 -2.604 1.047
H 4.433 -3.777 0.233
H 5.746 -3.007 -0.664
Pt 0.998 -0.302 -0.226
N 1.105 1.316 -1.460
C 0.795 2.485 -1.093
C 1.840 3.563 -1.711
C 1.524 5.037 -1.545
C 3.178 3.271 -1.034
C 1.969 3.243 -3.184
H 0.746 5.373 -2.237
H 1.265 5.315 -0.519
H 2.423 5.616 -1.797
H 3.451 2.219 -1.199
H 3.982 3.892 -1.449
H 3.117 3.458 0.046
H 2.779 3.817 -3.659
H 2.162 2.168 -3.291
H 1.037 3.469 -3.707
Br -4.046 -2.081 4.878
C -3.216 -2.930 3.377
C -3.703 -4.137 2.871
C -3.085 -4.680 1.743
C -1.967 -4.023 1.208
N -1.462 -2.903 1.731
C -2.096 -2.327 2.765
H -4.546 -4.613 3.358
H -3.428 -5.597 1.272
H -1.467 -4.431 0.330
H -1.712 -1.379 3.139

Summary:
- total charge = +1
- gap between HOMO and LUMO (spin up / spin down) (eV) = 5.204 / 7.009
- HOMO level (spin up / spin down) (eV) = -8.21 / -10.48
- expectation value of S² = 2.02
- multiplicity = 3
- LUMO level (spin up / spin down) (eV) = -3.0 / -3.5
- strongest force on any atom (eV/Å) = 3.7



[2]
Density functional theory data (ωB97M-V/def2-TZVPD) for one molecule with the formula C24H30ClN5O3S2.

Cartesian coordinates (Å):
C -5.514 -3.782 -0.392
O -4.735 -2.855 -1.103
C -5.309 -1.566 -1.135
C -4.432 -0.641 -1.974
C -3.009 -0.535 -1.418
N -3.004 -0.062 -0.061
C -2.792 -0.769 1.085
C -2.352 -2.187 1.141
C -0.867 -2.193 0.930
C 0.071 -2.750 1.734
S 1.662 -2.393 1.152
C 0.918 -1.477 -0.155
N 1.560 -0.749 -1.099
C 2.895 -0.445 -1.273
C 3.205 0.609 -2.140
C 4.516 0.980 -2.351
C 5.552 0.316 -1.713
C 5.241 -0.737 -0.871
Cl 6.512 -1.594 -0.074
C 3.933 -1.131 -0.645
N -0.375 -1.495 -0.129
N -2.936 0.009 2.126
N -3.245 1.237 1.696
C -3.280 1.200 0.394
S -3.756 2.554 -0.605
C -2.210 2.958 -1.526
C -0.979 2.441 -0.813
O -0.347 1.501 -1.237
O -0.718 3.157 0.256
C 0.382 2.841 1.135
C 1.730 2.910 0.420
C 2.858 2.665 1.418
C 2.682 1.313 2.102
C 1.328 1.238 2.801
C 0.191 1.490 1.817
H -6.505 -3.898 -0.846
H -4.984 -4.731 -0.431
H -5.642 -3.474 0.654
H -6.317 -1.614 -1.573
H -5.410 -1.176 -0.109
H -4.370 -1.033 -2.989
H -4.900 0.344 -2.003
H -2.527 -1.512 -1.432
H -2.413 0.145 -2.030
H -2.590 -2.594 2.122
H -2.852 -2.769 0.363
H -0.059 -3.337 2.619
H 0.908 -0.149 -1.597
H 2.403 1.132 -2.640
H 4.739 1.799 -3.018
H 6.578 0.606 -1.869
H 3.741 -1.966 0.005
H -2.272 2.530 -2.526
H -2.193 4.045 -1.575
H 0.321 3.640 1.883
H 1.768 2.147 -0.358
H 1.843 3.889 -0.052
H 3.815 2.695 0.893
H 2.858 3.457 2.170
H 3.483 1.160 2.829
H 2.757 0.519 1.357
H 1.195 0.255 3.256
H 1.287 1.984 3.598
H -0.768 1.478 2.338
H 0.176 0.708 1.058

Summary:
- total charge = 0
- gap between HOMO and LUMO (eV) = 8.426
- HOMO level (eV) = -7.92
- LUMO level (eV) = 0.5
- SMILES string = COCCCn1c(Cc2csc(Nc3cccc(Cl)c3)n2)nnc1SCC(=O)OC1CCCCC1
- strongest force on any atom (eV/Å) = 1.1



[3]
Density functional theory data (ωB97M-V/def2-TZVPD) for a 2-piece molecular cluster, C2H5ClOS overall.

Cartesian coordinates (Å):
C -0.736 0.316 -0.778
C 0.804 -0.781 1.202
O 1.950 -0.704 1.894
S 0.807 -0.528 -0.565
Cl 0.501 -1.585 -3.368
H -1.396 -0.309 -0.320
H -1.035 0.207 -1.932
H -0.590 1.429 -0.567
H -0.131 -0.773 1.627
H 2.639 -0.678 1.203

Summary:
- total charge = 0
- gap between HOMO and LUMO (spin up / spin down) (eV) = 5.586 / 5.596
- HOMO level (spin up / spin down) (eV) = -7.89 / -7.90
- energy relative to the best compared isomer or geometry (same formula, charge and spin) (eV) = 2.927
- LUMO level (spin up / spin down) (eV) = -2.3 / -2.3
- strongest force on any atom (eV/Å) = 5.7



What is the total charge in the first record? +1